(1)
{"formula": "H26O13", "method": "ωB97M-V/def2-TZVPD", "de_lowest_kj_mol": 220.2, "orbital_gap_ha": 0.312, "lumo_ev": -0.9, "e_homo_ev": -9.4448, "elements": ["O", "H", "H", "O", "H", "H", "O", "H", "H", "O", "H", "H", "O", "H", "H", "O", "H", "H", "O", "H", "H", "O", "H", "H", "O", "H", "H", "O", "H", "H", "O", "H", "H", "O", "H", "H", "O", "H", "H"], "positions_angstrom": [[-1.77814, 2.72608, 0.94299], [-2.14308, 1.88851, 0.65749], [-2.35973, 3.38375, 0.56161], [-2.15331, -0.82695, -1.74859], [-1.50389, -1.51468, -1.60195], [-1.80261, -0.31755, -2.47917], [0.81917, 2.40875, 0.26548], [0.01442, 2.71047, 0.68688], [0.86212, 2.90421, -0.55238], [0.28956, -0.40198, 0.32314], [-0.06502, 0.37671, -0.10599], [-0.42893, -1.03418, 0.30496], [-1.46361, -0.54315, 3.07776], [-1.71897, -0.20420, 2.21977], [-1.41368, 0.23214, 3.63692], [0.98309, 1.30967, 2.88977], [0.84619, 0.78263, 2.10255], [0.63694, 2.17300, 2.66378], [2.34705, -1.67031, 2.51651], [2.87624, -1.55141, 1.72780], [1.48920, -1.94310, 2.19107], [-0.43696, -2.98391, -1.61151], [-0.86321, -3.82657, -1.76790], [0.03543, -2.79958, -2.42336], [1.67388, -3.70817, 0.15940], [0.96826, -3.26414, -0.31089], [2.44277, -3.59562, -0.39951], [-2.89900, 0.29286, 0.91033], [-3.19267, -0.07784, 0.07813], [-3.63905, 0.81903, 1.21314], [-0.26083, 2.99281, -2.18389], [0.05674, 3.18071, -3.06710], [-0.14330, 2.04828, -2.08249], [0.38080, 0.22542, -2.48982], [0.29020, -0.72486, -2.56040], [1.01003, 0.45789, -3.17265], [3.58769, -0.30165, -0.06486], [2.90387, -0.21934, -0.72957], [3.75251, 0.59643, 0.22238]], "atomic_forces_ev_per_a": [[-0.02, 0.79, 0.32], [0.02, -0.76, -0.06], [0.03, 0.36, -0.09], [-0.72, 0.38, 0.08], [0.10, -0.58, 0.20], [-0.06, 0.37, -0.11], [0.95, -0.43, -0.09], [-0.64, 0.20, 0.04], [-0.10, 0.31, -0.20], [0.22, -0.45, 0.03], [0.13, 0.54, -0.08], [-0.22, -0.20, 0.24], [-0.13, -0.49, 0.33], [-0.08, 0.04, -0.12], [0.37, 0.15, 0.15], [-0.05, 0.24, 0.70], [0.08, -0.44, -0.31], [0.09, 0.18, -0.07], [0.16, -0.04, 0.50], [0.08, 0.16, -0.34], [-0.16, -0.04, -0.07], [0.04, 0.36, 0.04], [-0.24, -0.40, 0.06], [0.28, -0.25, -0.30], [0.08, -0.28, 0.18], [-0.23, 0.14, -0.09], [0.32, 0.05, 0.03], [-0.21, 0.22, -0.34], [0.15, -0.40, -0.63], [-0.36, -0.02, 0.46], [-0.08, 0.48, -0.12], [0.00, 0.19, -0.26], [-0.11, -0.49, 0.13], [0.02, 0.15, -0.32], [0.09, -0.11, 0.27], [0.30, 0.11, -0.28], [0.37, -0.37, -0.19], [-0.40, 0.05, 0.06], [-0.06, 0.25, 0.26]], "mulliken_charge": [-0.67, 0.41, 0.31, -0.62, 0.30, 0.33, -0.63, 0.31, 0.27, 0.02, 0.08, 0.13, -0.62, 0.32, 0.31, -0.63, 0.30, 0.31, -0.63, 0.32, 0.28, -0.66, 0.27, 0.33, -0.60, 0.35, 0.30, -0.63, 0.23, 0.29, -0.63, 0.26, 0.43, -0.49, 0.12, 0.23, -0.58, 0.27, 0.30]}

***

(2)
{"formula": "C8H11BrNS", "method": "ωB97M-V/def2-TZVPD", "de_lowest_kj_mol": 677.8, "orbital_gap_ha": [0.228, 0.228], "lumo_ev": [-5.7, -5.7], "charge": 1, "e_homo_ev": [-11.9004, -11.9009], "elements": ["C", "C", "C", "C", "C", "C", "C", "C", "N", "S", "Br", "H", "H", "H", "H", "H", "H", "H", "H", "H", "H", "H"], "positions_angstrom": [[-3.16405, -0.44802, -1.88751], [-2.80602, 0.64105, -2.66692], [-2.09139, -0.77870, -1.01038], [-1.08921, 0.06671, -1.15517], [2.31478, 1.89100, -0.66125], [1.56651, 1.32913, 0.31929], [1.41281, -1.27145, 2.38752], [1.20020, -0.00840, 0.38104], [0.46065, -0.56799, 1.49800], [-1.32554, 1.39027, -2.20892], [-2.10939, -2.14433, 0.34373], [-3.99834, -1.06637, -1.84199], [-3.41465, 1.11280, -3.48796], [2.89312, 2.76632, -0.61020], [2.31965, 1.45288, -1.58197], [1.30895, 1.77135, 1.19033], [0.88451, -1.77304, 3.14140], [2.03535, -1.77912, 1.78411], [2.20330, -0.73927, 2.96944], [1.73241, -0.67956, -0.19293], [-0.31426, -1.23634, 1.12566], [-0.01938, 0.07109, 2.16467]], "atomic_forces_ev_per_a": [[1.91, 1.08, -0.36], [-2.19, 0.09, -0.55], [-0.43, -0.10, 0.26], [3.65, 1.01, 1.76], [-1.06, -0.32, 2.10], [1.51, -0.26, -1.50], [0.36, 1.48, 1.91], [-4.00, 1.16, -1.90], [-0.03, 0.15, 1.26], [-0.01, -1.39, 0.10], [-0.12, 0.17, -0.54], [-1.71, -0.52, -0.69], [0.69, -0.62, 1.13], [0.07, 1.32, 0.50], [0.40, -1.58, -2.33], [-0.36, 2.36, 2.68], [-0.76, -1.38, 0.59], [1.57, -2.95, -1.96], [-1.17, 1.18, -0.63], [0.63, -1.87, -0.95], [0.99, 0.66, 0.51], [0.05, 0.32, -1.39]], "mulliken_charge": [-0.31, -0.56, -0.01, 0.29, -0.86, -0.15, -0.97, -0.20, 0.25, -0.08, -0.26, 0.47, 0.34, 0.31, 0.32, 0.41, 0.39, 0.44, 0.35, 0.41, 0.02, 0.43]}

***

(3)
{"formula": "C5H13NO", "method": "ωB97M-V/def2-TZVPD", "de_lowest_kj_mol": 148.9, "smiles": "CC[C@H](C)NCO", "orbital_gap_ha": 0.357, "lumo_ev": 0.9, "e_homo_ev": -8.7738, "elements": ["C", "C", "C", "C", "N", "C", "O", "H", "H", "H", "H", "H", "H", "H", "H", "H", "H", "H", "H", "H"], "positions_angstrom": [[0.19849, 0.64909, 2.31396], [1.01574, -0.20282, 1.30500], [0.35003, -0.51573, -0.03087], [1.28837, -1.07024, -1.09278], [-0.29721, 0.68297, -0.64270], [-1.39167, 0.30046, -1.56677], [-2.55015, 1.05620, -1.29400], [0.75291, 1.42827, 2.82738], [-0.11070, -0.02161, 3.12022], [-0.72942, 0.99893, 1.86568], [1.11276, -1.18467, 1.78371], [2.05246, 0.14018, 1.31940], [-0.45492, -1.20189, 0.26791], [1.53538, -0.33382, -1.85058], [0.99838, -1.97616, -1.63432], [2.22475, -1.38759, -0.61678], [-0.72946, 1.30259, 0.01858], [-1.06721, 0.46282, -2.59952], [-1.54735, -0.77168, -1.43895], [-2.65118, 1.64471, -2.05456]], "atomic_forces_ev_per_a": [[-0.29, -1.14, 0.06], [0.47, -0.26, 1.24], [-0.85, 1.58, -0.29], [1.03, -1.12, 0.26], [-0.30, -0.54, -0.48], [1.32, 0.15, 0.31], [0.07, 0.05, -0.55], [0.05, 0.33, -0.46], [-0.17, 0.10, 0.01], [0.09, 0.41, 0.19], [0.10, -0.04, -0.15], [-0.08, 0.33, -0.83], [0.06, -0.34, -0.42], [-0.03, 0.28, 0.15], [-0.62, 0.15, 0.18], [0.03, 0.19, -0.06], [0.00, 0.05, 0.43], [-0.09, 0.00, -0.02], [-0.55, -0.12, -0.02], [-0.23, -0.05, 0.44]], "mulliken_charge": [-1.11, -0.72, 0.61, -1.53, -0.57, -0.33, -0.54, 0.25, 0.29, 0.34, 0.34, 0.44, 0.28, 0.41, 0.30, 0.40, 0.26, 0.29, 0.25, 0.34]}

***

(4)
{"formula": "CH2INS", "method": "ωB97M-V/def2-TZVPD", "de_lowest_kj_mol": 273.2, "orbital_gap_ha": [0.232, 0.232], "lumo_ev": [-2.3, -2.3], "e_homo_ev": [-8.6276, -8.6281], "elements": ["C", "N", "S", "I", "H", "H"], "positions_angstrom": [[-1.10147, 0.02832, 0.05031], [-0.71222, -1.09637, -0.18401], [2.04740, -1.16865, -0.03207], [2.28416, 1.08002, -0.07202], [-2.12949, 0.27422, 0.15112], [-0.38838, 0.88246, 0.08666]], "atomic_forces_ev_per_a": [[1.35, 0.83, -0.27], [1.61, -1.46, 0.14], [-2.01, -0.60, -0.19], [-0.10, 0.84, 0.04], [-1.14, 0.12, 0.06], [0.29, 0.27, 0.21]], "mulliken_charge": [0.05, -0.26, -0.22, 0.21, 0.30, -0.08]}

***

(5)
{"formula": "C3H11NO2", "method": "ωB97M-V/def2-TZVPD", "de_lowest_kj_mol": 70.5, "smiles": "C[C@H](N)CO.O", "orbital_gap_ha": 0.360, "lumo_ev": 0.8, "e_homo_ev": -9.0094, "elements": ["C", "C", "N", "C", "O", "H", "H", "H", "H", "H", "H", "H", "H", "H", "O", "H", "H"], "positions_angstrom": [[0.50116, -1.33676, -1.36542], [0.21391, -0.15415, -0.45391], [1.14842, 0.92569, -0.80943], [0.27297, -0.48222, 1.00084], [0.28590, 0.55613, 1.94856], [0.39416, -0.96540, -2.39110], [1.52668, -1.70404, -1.25976], [-0.19577, -2.18124, -1.29142], [-0.75250, 0.30752, -0.72415], [0.77144, 1.79110, -1.16796], [2.09933, 0.71461, -1.08366], [-0.46200, -1.27083, 1.24228], [1.24549, -1.00696, 1.10952], [0.19758, 1.37700, 1.47357], [-2.17778, 1.46602, 1.05886], [-2.95093, 1.47271, 1.67458], [-2.11808, 0.49082, 1.03861]], "atomic_forces_ev_per_a": [[-0.51, -0.24, -0.59], [0.00, 1.76, -1.53], [0.08, 0.34, 0.65], [1.58, -1.62, 0.80], [-0.27, -0.51, -0.03], [0.12, -0.12, 0.13], [-0.11, 0.04, 0.19], [0.15, 0.13, 0.35], [0.01, -0.54, 0.17], [0.15, -0.42, -0.05], [-0.42, -0.05, 0.04], [-0.20, 0.45, 0.08], [-0.24, 0.02, 0.09], [-0.06, 0.57, -0.23], [-1.70, -1.17, 0.88], [0.76, 0.85, -0.58], [0.65, 0.51, -0.36]], "mulliken_charge": [-1.54, 0.64, -0.51, -0.91, -0.48, 0.38, 0.36, 0.36, 0.33, 0.18, 0.17, 0.29, 0.36, 0.37, -0.58, 0.31, 0.28]}

***

(6)
{"formula": "C3H4O2Yb", "method": "ωB97M-V/def2-TZVPD", "de_lowest_kj_mol": 38.5, "spin_multiplicity": 2, "orbital_gap_ha": [0.287, 0.218], "lumo_ev": [-5.2, -6.9], "charge": 1, "e_homo_ev": [-13.0443, -12.8043], "elements": ["C", "O", "C", "C", "O", "Yb", "H", "H", "H", "H"], "positions_angstrom": [[-2.66122, 0.14587, 0.29671], [-1.28461, 0.34493, 0.31128], [-0.03772, -2.04272, 0.25426], [1.09005, -1.53292, -0.03925], [1.47860, -0.30383, -0.25709], [0.40946, 1.60311, -0.27804], [-3.29902, 0.99558, 0.59199], [-3.02900, -0.21451, -0.67988], [-2.81716, -0.62903, 1.06934], [-0.67362, -2.91083, 0.33247]], "atomic_forces_ev_per_a": [[-0.61, -1.13, 0.66], [1.68, 1.22, -0.95], [1.30, -1.55, -0.01], [-1.71, 5.92, -0.42], [0.78, -4.48, 0.40], [-1.27, -0.78, 0.49], [0.53, 0.12, -0.09], [0.15, 0.05, 0.30], [-0.63, 0.13, -0.42], [-0.23, 0.48, 0.03]], "mulliken_charge": [-0.62, -0.54, -0.17, 0.35, -0.52, 1.39, 0.26, 0.27, 0.20, 0.37]}

***

(7)
{"formula": "C8H6O4", "method": "ωB97M-V/def2-TZVPD", "de_lowest_kj_mol": 936.5, "orbital_gap_ha": [0.238, 0.278], "lumo_ev": [-1.4, -0.4], "e_homo_ev": [-7.8253, -7.9712], "elements": ["C", "C", "C", "C", "C", "C", "C", "C", "O", "O", "O", "O", "H", "H", "H", "H", "H", "H"], "positions_angstrom": [[1.04532, 1.24372, 0.46146], [0.77304, 0.56853, -0.81133], [2.38274, 1.36899, 0.52946], [2.00961, 0.37869, -1.35734], [-2.31963, -0.88111, 0.84064], [-1.64351, 0.41797, 1.11187], [-0.45674, -0.15785, -1.16436], [-1.63174, -0.07760, -0.19146], [3.03952, 0.89720, -0.68719], [-1.69585, 0.44677, -1.51787], [3.21869, 1.85123, 1.48579], [2.29710, -0.27929, -2.47494], [-1.84316, -1.92025, 0.99756], [-3.45455, -0.93501, 0.74960], [-1.37017, 1.01003, 1.97219], [-0.07950, -0.98500, -1.78449], [4.16019, 1.50873, 1.48247], [3.10221, 0.00002, -2.77756]], "atomic_forces_ev_per_a": [[1.45, -0.40, -1.07], [0.05, 0.36, 1.02], [1.40, 0.14, 0.34], [-1.57, -0.10, -0.37], [-0.93, -2.34, -0.99], [-0.33, -0.22, 0.96], [0.55, -0.37, 0.23], [2.33, 0.30, -1.77], [-1.20, 0.71, 2.13], [-0.42, 0.37, 0.44], [0.85, -0.22, -0.26], [-2.96, -1.26, 0.70], [-0.77, 1.70, 0.23], [1.42, 0.21, 0.51], [-0.04, 0.22, -0.45], [-1.34, -0.35, 0.25], [-1.90, 0.21, -0.47], [3.39, 1.01, -1.45]], "mulliken_charge": [-0.73, 0.58, 0.36, 0.16, -0.36, -0.71, 0.13, 0.51, -0.35, -0.50, -0.53, -0.48, 0.21, 0.22, 0.40, 0.42, 0.36, 0.31]}

***

Repeat the seventh record exactly.
{"formula": "C8H6O4", "method": "ωB97M-V/def2-TZVPD", "de_lowest_kj_mol": 936.5, "orbital_gap_ha": [0.238, 0.278], "lumo_ev": [-1.4, -0.4], "e_homo_ev": [-7.8253, -7.9712], "elements": ["C", "C", "C", "C", "C", "C", "C", "C", "O", "O", "O", "O", "H", "H", "H", "H", "H", "H"], "positions_angstrom": [[1.04532, 1.24372, 0.46146], [0.77304, 0.56853, -0.81133], [2.38274, 1.36899, 0.52946], [2.00961, 0.37869, -1.35734], [-2.31963, -0.88111, 0.84064], [-1.64351, 0.41797, 1.11187], [-0.45674, -0.15785, -1.16436], [-1.63174, -0.07760, -0.19146], [3.03952, 0.89720, -0.68719], [-1.69585, 0.44677, -1.51787], [3.21869, 1.85123, 1.48579], [2.29710, -0.27929, -2.47494], [-1.84316, -1.92025, 0.99756], [-3.45455, -0.93501, 0.74960], [-1.37017, 1.01003, 1.97219], [-0.07950, -0.98500, -1.78449], [4.16019, 1.50873, 1.48247], [3.10221, 0.00002, -2.77756]], "atomic_forces_ev_per_a": [[1.45, -0.40, -1.07], [0.05, 0.36, 1.02], [1.40, 0.14, 0.34], [-1.57, -0.10, -0.37], [-0.93, -2.34, -0.99], [-0.33, -0.22, 0.96], [0.55, -0.37, 0.23], [2.33, 0.30, -1.77], [-1.20, 0.71, 2.13], [-0.42, 0.37, 0.44], [0.85, -0.22, -0.26], [-2.96, -1.26, 0.70], [-0.77, 1.70, 0.23], [1.42, 0.21, 0.51], [-0.04, 0.22, -0.45], [-1.34, -0.35, 0.25], [-1.90, 0.21, -0.47], [3.39, 1.01, -1.45]], "mulliken_charge": [-0.73, 0.58, 0.36, 0.16, -0.36, -0.71, 0.13, 0.51, -0.35, -0.50, -0.53, -0.48, 0.21, 0.22, 0.40, 0.42, 0.36, 0.31]}